ORCA calculation (ωB97M-V/def2-TZVPD) on the molecule C17H26N4O3S in a non-equilibrium geometry.

## Properties
Max |F| (eV/A): 1.06
E_LUMO (eV): 0.48
Net charge: 0
Relative energy (zero: lowest compared OMol25 entry of this formula, charge and spin) (kcal per mole): 11.8
Orbital gap (Ha): 0.3448
HOMO (eV): -8.907
Electronic energy (hartree): -1506.34338

Positions of all 51 atoms, in Å:
O: -3.321 0.362 2.559
C: -2.331 0.113 1.900
N: -2.344 -0.049 0.568
C: -3.533 0.169 -0.223
C: -3.512 1.548 -0.891
C: -2.306 1.809 -1.764
C: -1.700 0.871 -2.481
C: -0.543 1.116 -3.398
C: -0.352 2.601 -3.690
C: -0.453 3.387 -2.390
C: -1.860 3.247 -1.816
C: -0.964 -0.034 2.582
C: -0.387 1.364 2.855
C: 0.127 2.001 1.567
C: 1.156 1.081 0.918
N: 0.528 -0.191 0.639
S: 1.266 -1.162 -0.480
O: 1.760 -0.327 -1.529
O: 0.348 -2.218 -0.800
C: 2.609 -1.952 0.364
C: 3.780 -1.555 0.956
N: 4.385 -2.621 1.530
C: 3.612 -3.648 1.300
N: 2.512 -3.295 0.601
C: 0.056 -0.882 1.820
H: -1.476 -0.167 0.065
H: -3.615 -0.625 -0.968
H: -4.386 0.110 0.458
H: -3.555 2.305 -0.105
H: -4.421 1.654 -1.492
H: -2.024 -0.159 -2.431
H: -0.702 0.565 -4.329
H: 0.360 0.705 -2.936
H: 0.617 2.766 -4.164
H: -1.129 2.944 -4.378
H: -0.224 4.441 -2.557
H: 0.274 2.990 -1.678
H: -1.897 3.682 -0.812
H: -2.566 3.814 -2.432
H: -1.166 -0.517 3.543
H: 0.436 1.277 3.569
H: -1.163 1.985 3.305
H: -0.699 2.156 0.873
H: 0.586 2.967 1.782
H: 2.018 0.948 1.590
H: 1.508 1.475 -0.036
H: 4.220 -0.579 0.988
H: 3.816 -4.648 1.625
H: 1.749 -3.858 0.256
H: 0.901 -1.107 2.491
H: -0.389 -1.822 1.487